# 1
DFT (wB97M-V/def2-TZVPD) results for the ion C10H19N2OS with charge +1.

```
33
Properties=species:S:1:pos:R:3:forces:R:3
C -4.6958 -0.9928 -1.0350 -0.1741 0.0464 -0.1261
C -3.5109 -0.5396 -0.2661 0.2504 0.1747 -0.0070
C -2.8882 -1.1497 0.7769 -0.2193 -0.0282 -0.2397
C -1.7850 -0.4237 1.2794 0.1641 0.3858 -0.0918
C -1.5762 0.7479 0.6210 -0.1740 0.0904 -0.1511
S -2.7421 0.9666 -0.6514 0.1366 -0.3626 0.5385
C -0.5073 1.7635 0.8508 -0.3025 -0.0073 0.1403
N 0.4247 1.7525 -0.2860 -0.1743 0.3406 -0.0924
H -0.0472 2.1156 -1.1089 0.1090 -0.0100 0.0051
C 1.7422 2.3470 -0.0925 0.1402 0.0759 0.0138
H 1.8356 3.3535 -0.5024 0.0162 -0.0653 0.0490
H 1.9518 2.3999 0.9773 -0.0502 0.0188 -0.0400
C 2.7524 1.3889 -0.7798 0.2007 0.4668 -0.0265
N 2.1604 0.0500 -0.6548 -0.1862 -0.2795 -0.3073
H 2.2907 -0.5572 -1.4689 -0.0623 0.2654 0.0116
C 2.5529 -0.7515 0.5155 -0.0060 -0.6561 0.1888
C 1.8385 -2.0989 0.4043 -0.1356 0.1989 0.3036
O 2.0952 -2.5704 -0.9021 0.1654 -0.0308 -0.1442
H 1.8559 -3.4990 -0.9748 -0.0207 0.0104 -0.0517
H 0.7575 -1.9684 0.5570 0.1245 0.0090 0.0398
H 2.2240 -2.7823 1.1666 -0.0178 0.1124 -0.0143
H 3.6337 -0.9109 0.4968 -0.0700 0.1252 -0.0125
H 2.2764 -0.2386 1.4355 -0.0089 0.0563 -0.0167
H 1.0876 0.4148 -0.5604 0.3167 -0.3776 -0.1104
H 2.8487 1.6410 -1.8361 -0.0055 -0.1238 0.0393
H 3.7352 1.4462 -0.3150 -0.0215 -0.0768 -0.0534
H -0.9465 2.7580 0.9955 0.1610 -0.0560 0.0445
H 0.0457 1.4989 1.7556 -0.0264 0.0451 -0.0551
H -1.1910 -0.7519 2.1146 0.1498 -0.0007 0.1962
H -3.2114 -2.0910 1.1827 -0.1268 -0.1927 0.0429
H -4.9950 -1.9847 -0.7061 -0.0317 -0.0390 -0.0189
H -5.5327 -0.3103 -0.8866 -0.0697 -0.0443 -0.0176
H -4.4797 -1.0235 -2.1024 -0.0508 -0.0716 -0.0367
```
Forces are in eV/Å.

Calculated values
- frontier orbital gap (eV) = 9.18
- HOMO energy (eV) = -11.53
- spin multiplicity = 1
- E_LUMO (eV) = -2.353
- net charge = +1
- F_max (eV/Å) = 0.68
- SMILES string = Cc1ccc(CNCC[NH2+]CCO)s1
- energy above the lowest of the compared OMol25 structures with the same formula, charge and spin (kcal per mole) = 5.3

Löwdin population analysis, charges in e, atoms 1 to 8: atom 1 (C): -0.10, atom 2 (C): -0.57, atom 3 (C): -0.13, atom 4 (C): -0.14, atom 5 (C): -0.54, atom 6 (S): 1.08, atom 7 (C): -0.20, atom 8 (N): -0.09



# 2
DFT (wB97M-V/def2-TZVPD) results for a structure of composition C6H24AgClN10O6 at a distorted geometry.

```
48
Properties=species:S:1:pos:R:3:forces:R:3
Ag 2.9339 -1.1063 -0.1305 -1.1950 1.1150 0.7362
Cl 0.4612 -0.1290 -0.0298 0.6905 -0.3011 -0.0123
C -1.8725 -2.0993 -2.8867 -0.9116 3.0383 -0.8109
O -0.6260 -2.3442 -2.3368 0.7528 -1.4831 0.4915
H -2.8108 -2.5820 -2.6135 0.6839 -1.0998 0.5324
H -2.0493 -1.0636 -2.5966 -0.7862 0.4901 -0.0307
H -1.8555 -1.9781 -3.9698 0.1950 -0.7082 -0.2675
H -0.3220 -1.5232 -1.9430 0.1114 -0.2567 0.0919
C -3.4402 2.1870 -0.1642 -3.2251 3.8055 -1.4552
O -3.1915 2.8034 0.8074 0.4011 2.8058 4.2390
N -4.3142 2.6132 -1.0848 -1.4578 -0.6741 -2.2728
N -2.7050 1.1854 -0.4275 3.5985 -5.2037 -1.0957
H -4.9509 3.3958 -1.0371 0.4616 -0.2136 0.6495
H -4.4082 2.0311 -1.9048 -0.2026 0.3278 0.0243
H -2.9055 0.3688 -0.9871 -0.0209 0.2557 0.1301
H -2.0995 1.1708 0.3807 0.4613 -1.1518 -0.2640
C 3.5181 2.2182 0.2167 -0.1407 1.4675 0.2123
O 3.6495 1.1606 0.7233 0.1962 -5.3922 1.2462
N 4.4558 3.1026 0.1369 3.1440 3.4419 -0.5930
N 2.3946 2.7414 -0.2043 -4.4043 0.4793 -1.3345
H 4.0516 4.0243 0.0519 1.2872 0.1856 -0.0199
H 5.4400 2.9821 0.3291 -0.4583 -0.1822 0.1732
H 1.5189 2.2821 0.0015 0.2388 -0.0304 0.0274
H 2.3125 3.6822 -0.5624 0.0991 -0.3673 0.0649
C 1.9232 -2.0459 3.0511 -1.5821 -2.0548 1.9464
O 2.6971 -1.7167 2.2263 4.6184 1.7315 -5.4616
N 1.9632 -3.1464 3.7135 2.3047 -4.6914 1.5232
N 0.8906 -1.4224 3.3914 -5.2147 6.0226 0.1228
H 1.3279 -3.3196 4.4792 0.4975 -0.3673 -0.2713
H 2.7299 -3.7475 3.4469 -0.2907 -0.3955 0.7409
H 0.7316 -0.5726 2.8691 -0.1827 0.1387 0.3885
H 0.1813 -1.6436 4.0755 -0.0832 -0.2082 -0.1665
C -2.7380 -1.6288 3.1896 1.8688 0.1591 4.4233
O -1.9796 -1.4738 4.1844 -1.3757 -0.2936 -1.0547
N -4.0108 -1.9303 3.2014 -3.4360 -0.6136 1.6610
N -2.2956 -1.5725 1.9843 2.2019 0.9154 -4.4207
H -4.4963 -1.9749 4.0859 0.1308 -0.0136 -0.1720
H -4.5879 -1.8956 2.3732 0.2100 -0.0601 0.3251
H -3.0066 -1.4530 1.2769 0.6433 0.0625 -0.3070
H -1.4268 -1.0656 1.8933 -0.0853 -0.2505 -0.4128
C 2.4961 0.3725 -3.2647 1.2037 -2.8592 3.5724
O 2.7660 -0.3404 -2.2874 1.6298 -1.1429 1.1230
N 3.2183 0.5961 -4.2866 3.8484 0.8864 -4.2207
N 1.3663 0.9210 -3.3312 -5.2210 2.7263 -0.3225
H 4.1463 0.2412 -4.4679 -0.2894 -0.1695 0.4100
H 2.9308 1.3719 -4.8659 0.4406 -0.2901 -0.1323
H 0.8327 0.9940 -2.4768 -0.3532 0.1142 -0.4874
H 1.1551 1.3295 -4.2304 -1.0030 0.3053 0.7306
```
Forces are in eV/Å.

Calculated values
- frontier orbital gap (alpha / beta) (eV) = 9.22 / 4.61
- HOMO energy (alpha / beta) (eV) = -12.18 / -12.17
- spin multiplicity = 2
- E_LUMO (alpha / beta) (eV) = -2.960 / -7.555
- net charge = +1
- F_max (eV/Å) = 7.97
- <S²> = 0.76
- energy above the lowest of the compared OMol25 structures with the same formula, charge and spin (kcal per mole) = 112.3

Löwdin population analysis, charges in e, atoms 1 to 8: atom 1 (Ag): 0.88, atom 2 (Cl): 0.22, atom 3 (C): -0.19, atom 4 (O): -0.12, atom 5 (H): 0.09, atom 6 (H): 0.05, atom 7 (H): 0.08, atom 8 (H): -0.04



# 3
DFT (wB97M-V/def2-TZVPD) results for a structure of composition C24H32LaN10O4PSSe at a distorted geometry.

```
74
Properties=species:S:1:pos:R:3:forces:R:3
La 0.5627 0.5515 -0.4613 1.3472 -0.4656 1.5898
N 2.0392 2.9336 -0.1347 -0.2310 0.1322 -0.2780
C 1.3094 3.8215 -1.0912 -0.0478 0.0798 -0.1185
C 0.4416 2.9313 -1.9519 -0.5780 -0.0708 0.0821
O -0.5292 2.3213 -1.2642 -0.4475 1.4382 -0.9590
N 0.7810 2.7220 -3.1616 0.1625 -0.2995 -0.0658
C 0.0319 1.7414 -3.9573 0.0396 0.1189 0.0956
C -0.2036 0.3672 -3.3097 0.4205 0.2861 0.2183
O -1.3049 -0.1743 -3.3845 -0.1080 -0.1768 -0.2570
O 0.7987 -0.1118 -2.6365 -0.6410 0.0600 -0.8203
H 2.9626 2.7451 -0.5094 0.0292 -0.0235 0.0578
H 2.1800 3.4110 0.7469 0.0308 -0.0581 0.0406
H 0.6702 4.4987 -0.5260 0.0316 0.0001 0.0414
H 1.9744 4.3956 -1.7329 0.0980 0.0202 0.1149
H -0.9434 2.1405 -4.2386 -0.0116 0.0206 -0.0069
H 0.6076 1.5745 -4.8688 -0.0664 0.0039 -0.0507
C -0.5709 2.6695 3.1725 0.0268 0.0062 0.0956
C -0.2796 1.2135 2.9226 -0.1183 0.1980 -0.1711
O -0.5547 0.6903 1.8290 -0.0947 0.0196 0.0483
N 0.2583 0.5177 3.9184 0.0112 -0.0227 -0.0117
C 0.7608 -0.8308 3.7280 0.0440 0.0307 0.0782
C 2.1586 -0.8528 3.1433 0.0149 -0.0528 0.0397
C 2.9826 -1.9469 3.3681 -0.0424 0.0053 0.0395
C 4.2602 -1.9404 2.8393 0.0621 -0.0089 -0.0415
C 4.6842 -0.8289 2.1253 -0.0172 -0.0149 0.0127
C 3.7879 0.2080 1.9434 -0.0288 -0.0498 -0.0026
N 2.5389 0.1960 2.4166 0.0033 0.2198 -0.0919
H -1.0260 3.1033 2.2866 0.0024 -0.0165 -0.0114
H 0.3537 3.2026 3.4004 0.0005 -0.0158 -0.0030
H -1.2415 2.7921 4.0240 0.0071 -0.0083 -0.0026
H 0.5492 1.0318 4.7344 0.0137 -0.0461 0.0239
H 0.0842 -1.3722 3.0654 -0.0089 0.0293 -0.0215
H 0.7575 -1.3316 4.6949 0.0022 -0.0441 -0.0219
H 2.6216 -2.7896 3.9434 0.0002 0.0047 -0.0019
H 4.9194 -2.7856 2.9881 0.0014 0.0049 0.0009
H 5.6793 -0.7671 1.7069 0.0050 -0.0164 0.0119
H 4.0813 1.0840 1.3760 -0.0307 0.0111 0.0055
S 0.1641 -3.1501 1.0376 0.1219 0.0866 -0.1249
C 1.0162 -1.9197 0.3126 0.8419 -0.5729 -0.1851
Se 2.9338 -3.9906 0.0674 0.6751 -0.5526 -0.1614
N 4.4548 -3.5389 -0.8074 -0.6719 0.4376 0.1836
C 4.3706 -2.2296 -1.1708 0.1844 -0.4251 0.0523
C 5.3510 -1.5687 -1.9196 0.1206 0.0448 -0.0801
C 5.1610 -0.2382 -2.2406 -0.0103 -0.0551 0.0347
C 4.0251 0.4141 -1.7853 0.0457 0.1623 0.0570
N 3.0900 -0.1732 -1.0305 -0.3536 -0.4811 0.1144
C 3.2390 -1.4696 -0.7852 -0.4405 -0.4812 0.4049
N 2.2958 -2.2555 -0.0914 -0.3711 0.8078 -0.1057
H 6.2240 -2.1175 -2.2468 -0.0037 -0.0012 0.0099
H 5.8772 0.3022 -2.8424 0.0128 -0.0145 -0.0037
H 3.8499 1.4511 -2.0471 -0.0185 -0.0086 -0.0131
C -5.6919 0.2332 -0.6078 0.0653 -0.0439 0.0854
N -4.8674 -0.3228 0.5653 0.0815 -0.0035 -0.0900
C -4.8234 -1.8587 0.4322 -0.0261 0.1302 0.0486
N -4.3240 -2.2399 -0.8333 0.0948 0.0047 0.0035
C -5.1261 -1.6576 -1.9055 -0.0088 0.0114 -0.0194
N -5.1580 -0.1960 -1.8467 0.0310 0.0328 0.0192
C -3.8543 0.4089 -2.1727 -0.1580 0.0458 -0.0268
P -2.5313 -0.1138 -1.0007 0.2159 -0.3627 0.2460
C -3.4786 0.2643 0.5506 -0.3321 0.0281 0.2159
C -2.8925 -1.9299 -0.9863 -0.0436 -0.0451 -0.2395
H -5.6741 1.3181 -0.5113 -0.0151 0.0092 -0.0354
H -6.7054 -0.1433 -0.4640 -0.0102 -0.0037 -0.0221
H -5.3323 -0.0883 1.4417 -0.0100 0.0259 0.0019
H -5.8513 -2.1942 0.5764 -0.0038 -0.0158 -0.0272
H -4.1879 -2.2182 1.2407 0.0018 -0.0399 -0.0118
H -6.1483 -2.0326 -1.8257 -0.0069 -0.0040 -0.0010
H -4.7106 -1.9626 -2.8633 -0.0054 -0.0075 -0.0044
H -3.9422 1.4971 -2.1660 -0.0119 0.0053 -0.0063
H -3.5557 0.1125 -3.1749 0.0372 -0.0059 0.0026
H -3.5879 1.3452 0.6614 0.0528 -0.0033 0.0176
H -2.9381 -0.1165 1.4177 0.0185 -0.0262 -0.0203
H -2.3131 -2.4061 -0.1914 -0.0203 0.0000 0.0161
H -2.5416 -2.3468 -1.9314 0.0386 0.0229 0.0053
```
Forces are in eV/Å.

Calculated values
- frontier orbital gap (alpha / beta) (eV) = 6.48 / 6.44
- HOMO energy (alpha / beta) (eV) = -9.06 / -9.63
- spin multiplicity = 2
- E_LUMO (alpha / beta) (eV) = -2.585 / -3.187
- net charge = +1
- F_max (eV/Å) = 2.14
- <S²> = 0.78
- energy above the lowest of the compared OMol25 structures with the same formula, charge and spin (kcal per mole) = 16.1

Löwdin population analysis, charges in e, atoms 1 to 8: atom 1 (La): 1.94, atom 2 (N): -0.03, atom 3 (C): -0.17, atom 4 (C): -0.59, atom 5 (O): -0.37, atom 6 (N): 0.10, atom 7 (C): -0.11, atom 8 (C): -0.66



Which formula does entry 1 have? C10H19N2OS



What is the net charge in the second record? +1



The lowest F_max belongs to which entry? C10H19N2OS



What is the net charge in the first record? +1